# 1
Formula: C40H68BrCl16N3O7P
Source: the OMol25 dataset
Level of theory: ωB97M-V/def2-TZVPD

The energy is -12533.7197 a.u. The total charge is +1. Its HOMO energy is -0.4270 hartree. The calculation puts the energy relative to the best compared isomer or geometry (same formula, charge and spin) at 230.3 kcal per mole.

Last column: Mulliken charge in e.
Element x y z (Å)
C1 2.53 1.51 4.97  -0.85
C2 2.32 0.56 3.94  -0.45
C3 0.89 0.10 3.39  0.12
C4 -0.02 -0.80 4.27  1.35
C5 0.46 -1.32 5.72  -0.46
O1 0.55 -0.45 6.63  -0.40
O2 0.75 -2.70 5.90  -0.33
C6 2.09 -3.00 5.38  -0.43
O3 2.07 -3.51 4.03  0.07
C7 2.87 -4.71 3.94  -0.60
C8 3.10 -5.23 2.44  -0.51
O4 3.63 -4.22 1.54  -0.37
C9 3.27 -4.66 0.18  -0.08
C10 3.95 -3.77 -0.97  -0.84
C11 -1.42 -1.20 3.64  0.09
C12 -2.35 -2.13 4.54  -1.02
C13 -1.90 -3.68 4.59  0.51
O5 -2.28 -4.35 5.59  -0.57
Br1 -0.83 -4.62 3.23  -0.09
C14 -1.80 -0.69 2.19  0.25
C15 -3.24 -1.14 1.66  -0.97
C16 -3.30 -2.73 1.27  0.25
C17 -4.75 -3.10 0.64  0.42
C18 -4.87 -4.72 0.63  -1.19
C19 -5.98 -2.56 1.52  -1.19
N1 -0.86 0.14 1.41  0.19
P1 -1.37 0.60 -0.25  0.13
N2 -1.76 -0.71 -1.11  -0.63
C20 0.44 0.56 1.96  -1.33
N3 1.40 1.42 1.25  0.96
C21 0.89 2.78 0.98  0.69
C22 0.46 3.65 2.28  -1.15
O6 0.73 3.33 -0.14  -0.50
C23 2.05 0.76 0.10  0.52
C24 1.90 -0.85 -0.02  -0.56
O7 2.77 1.31 -0.77  -0.53
H1 1.68 1.76 5.70  0.26
H2 3.52 2.07 5.08  0.31
H3 3.26 0.07 3.48  0.37
H4 2.52 -3.82 6.07  0.47
H5 2.78 -2.09 5.45  0.25
H6 3.91 -4.59 4.43  0.43
H7 2.34 -5.57 4.50  0.33
H8 2.15 -5.71 1.97  0.28
H9 3.88 -6.07 2.50  0.28
H10 3.54 -5.76 -0.01  0.36
H11 2.12 -4.51 0.11  0.23
H12 4.81 -3.13 -0.57  0.31
H13 4.38 -4.42 -1.82  0.32
H14 3.17 -3.06 -1.43  0.00
H15 -3.47 -2.10 4.29  0.34
H16 -2.26 -1.74 5.63  0.50
H17 -3.95 -1.04 2.56  0.56
H18 -3.68 -0.47 0.84  0.61
H19 -2.44 -3.04 0.59  0.38
H20 -3.25 -3.33 2.26  -0.32
H21 -4.76 -2.64 -0.40  0.19
H22 -5.69 -4.98 -0.12  0.29
H23 -3.85 -5.17 0.38  0.28
H24 -5.25 -5.05 1.67  0.36
H25 -5.97 -1.40 1.61  0.24
H26 -7.01 -2.85 1.11  0.36
H27 -5.86 -2.95 2.61  0.25
H28 -2.48 1.49 -0.09  0.15
H29 -0.34 1.26 -0.98  0.26
H30 -2.76 -0.63 -1.38  0.25
H31 0.87 3.21 3.26  0.21
H32 -0.70 3.58 2.32  0.27
H33 0.70 4.76 2.16  0.45
H34 0.82 -1.18 -0.22  0.14
H35 2.51 -1.19 -0.94  0.23
H36 2.36 -1.38 0.88  0.21
Cl1 -0.46 3.48 9.30  -0.19
C25 -0.25 1.71 9.25  0.16
C26 -1.48 0.98 9.75  -0.40
Cl2 -1.71 1.19 11.51  -0.18
H37 0.64 1.46 9.83  0.36
H38 -0.06 1.45 8.21  -0.29
H39 -1.36 -0.09 9.58  0.22
H40 -2.38 1.31 9.25  0.35
Cl3 -4.29 -4.07 -2.53  -0.12
C27 -5.14 -5.24 -3.57  -0.35
C28 -4.64 -6.66 -3.36  -0.47
Cl4 -2.98 -6.88 -3.97  -0.16
H41 -5.02 -4.92 -4.60  0.08
H42 -6.20 -5.18 -3.31  0.32
H43 -5.28 -7.36 -3.91  0.37
H44 -4.66 -6.94 -2.31  0.31
Cl5 4.33 7.38 -0.29  -0.17
C29 4.55 5.61 -0.34  -0.51
C30 3.32 4.87 0.16  -0.14
Cl6 3.08 5.08 1.91  -0.24
H45 5.43 5.36 0.24  0.26
H46 4.74 5.35 -1.38  0.34
H47 3.44 3.80 -0.02  0.14
H48 2.42 5.20 -0.35  0.31
Cl7 2.09 6.87 -3.48  -0.19
C31 2.52 8.60 -3.46  -0.39
C32 2.22 9.28 -4.78  -0.21
Cl8 3.29 8.71 -6.09  -0.21
H49 3.58 8.68 -3.20  0.26
H50 1.94 9.07 -2.66  0.30
H51 2.37 10.35 -4.69  0.33
H52 1.19 9.11 -5.10  0.10
Cl9 0.63 7.76 -7.19  -0.11
C33 -1.03 7.35 -7.68  -0.48
C34 -2.05 8.35 -7.17  -0.50
Cl10 -2.24 8.27 -5.40  -0.18
H53 -1.25 6.34 -7.32  0.31
H54 -1.04 7.33 -8.77  0.31
H55 -3.03 8.14 -7.60  0.34
H56 -1.77 9.37 -7.44  0.31
Cl11 8.04 4.52 -0.36  -0.17
C35 8.84 5.35 -1.72  -0.41
C36 8.24 6.72 -1.98  -0.54
Cl12 6.58 6.63 -2.62  -0.12
H57 8.76 4.71 -2.60  0.31
H58 9.89 5.45 -1.46  0.31
H59 8.84 7.25 -2.72  0.36
H60 8.22 7.33 -1.07  0.31
Cl13 1.84 -4.86 -3.59  -0.18
C37 0.36 -5.08 -4.55  -0.22
C38 0.40 -6.34 -5.38  -0.39
Cl14 1.60 -6.24 -6.70  -0.19
H61 0.23 -4.19 -5.18  0.35
H62 -0.47 -5.12 -3.85  0.06
H63 -0.57 -6.51 -5.85  0.22
H64 0.64 -7.22 -4.77  0.35
Cl15 -8.50 -2.82 -5.27  -0.18
C39 -7.01 -2.17 -5.99  -0.40
C40 -6.62 -2.89 -7.26  -0.43
Cl16 -6.09 -4.56 -6.95  -0.17
H65 -6.22 -2.22 -5.24  0.24
H66 -7.20 -1.11 -6.21  0.34
H67 -5.79 -2.38 -7.74  0.29
H68 -7.45 -2.93 -7.97  0.34

=====

# 2
Formula: C40H69Cl3N4O18S6
Source: the OMol25 dataset
Level of theory: ωB97M-V/def2-TZVPD

The energy is -6908.4990 a.u. Its SMILES is C/C(Cl)=C(/Cl)c1nc2cc(C[C@H](C)O)c(CCCCCCCSc3nnco3)cc2nc1CC(=O)Cl.CCOS(C)(=O)=O.CCOS(C)(=O)=O.CCOS(C)(=O)=O.CCOS(C)(=O)=O.CCOS(C)(=O)=O. Its HOMO energy is -0.3407 hartree.

Last column: Mulliken charge in e.
Element x y z (Å)
C1 -2.91 6.99 -4.51  -1.10
C2 -2.60 7.19 -3.03  0.66
Cl1 -3.91 7.77 -1.99  -0.20
C3 -1.41 6.95 -2.50  -0.49
Cl2 -1.15 7.20 -0.77  -0.19
C4 -0.22 6.41 -3.26  0.22
N1 0.03 5.13 -3.13  -0.53
C5 1.13 4.70 -3.80  -0.17
C6 1.50 3.33 -3.68  -0.33
C7 2.58 2.80 -4.34  0.20
C8 2.87 1.31 -4.12  1.72
C9 3.46 1.13 -2.65  0.13
C10 2.37 0.68 -1.63  -1.38
O1 4.03 2.34 -2.16  -0.59
C11 3.35 3.68 -5.19  0.57
C12 4.55 3.14 -5.99  -0.95
C13 5.66 2.49 -5.12  -0.31
C14 6.47 1.36 -5.82  -1.15
C15 5.63 0.28 -6.57  -0.29
C16 5.90 -1.18 -6.07  -1.16
C17 4.66 -1.83 -5.41  -0.17
C18 3.59 -2.27 -6.44  -0.62
S1 2.09 -3.00 -5.68  -0.22
C19 2.65 -3.98 -4.30  0.28
N2 3.07 -3.42 -3.21  -0.04
N3 3.42 -4.46 -2.40  -0.43
C20 3.20 -5.56 -3.01  0.04
O2 2.67 -5.33 -4.25  -0.29
C21 3.01 5.00 -5.29  -0.61
C22 1.89 5.56 -4.61  0.08
N4 1.65 6.90 -4.77  -0.62
C23 0.61 7.27 -4.07  1.12
C24 0.26 8.76 -4.12  -1.31
C25 -0.48 9.15 -5.40  0.59
O3 -0.61 8.49 -6.38  -0.47
Cl3 -1.27 10.80 -5.34  -0.23
H1 -2.72 7.95 -5.02  0.22
H2 -2.35 6.16 -4.94  0.27
H3 -4.00 6.84 -4.60  0.44
H4 0.88 2.69 -3.05  0.38
H5 1.96 0.71 -4.21  0.94
H6 3.63 0.96 -4.82  -2.56
H7 4.22 0.34 -2.67  0.53
H8 2.59 1.18 -0.68  0.40
H9 1.35 0.98 -1.91  0.29
H10 2.41 -0.40 -1.40  0.25
H11 3.36 2.85 -1.71  0.41
H12 5.02 3.99 -6.51  0.48
H13 4.16 2.49 -6.79  0.39
H14 5.32 2.11 -4.15  -0.12
H15 6.38 3.29 -4.89  0.58
H16 7.26 1.77 -6.47  0.34
H17 7.01 0.82 -5.02  0.46
H18 5.92 0.29 -7.63  0.64
H19 4.54 0.46 -6.55  0.06
H20 6.77 -1.23 -5.39  0.45
H21 6.16 -1.80 -6.95  0.30
H22 4.98 -2.75 -4.89  0.54
H23 4.20 -1.15 -4.68  -0.07
H24 3.25 -1.36 -6.96  0.29
H25 4.00 -2.97 -7.19  0.48
H26 3.41 -6.52 -2.55  0.44
H27 3.61 5.66 -5.93  0.40
H28 1.21 9.32 -4.15  0.54
H29 -0.26 9.12 -3.22  0.45
O4 1.66 -4.60 3.01  -0.58
S2 1.18 -5.14 1.77  1.18
O5 -0.17 -4.95 1.35  -0.64
O6 1.52 -6.70 1.74  -0.29
C26 1.04 -7.52 2.82  -0.25
C27 -0.45 -7.77 2.73  -1.02
C28 2.26 -4.65 0.47  -0.92
H30 1.31 -7.07 3.78  0.28
H31 1.57 -8.47 2.75  0.27
H32 -1.02 -6.85 2.87  0.30
H33 -0.77 -8.48 3.51  0.39
H34 -0.72 -8.18 1.76  0.29
H35 3.29 -4.82 0.77  0.40
H36 2.09 -3.59 0.29  0.32
H37 2.01 -5.21 -0.42  0.25
O7 1.12 -5.88 6.97  -0.63
S3 0.79 -4.50 7.11  1.29
O8 1.50 -3.66 8.03  -0.66
O9 -0.77 -4.37 7.40  -0.26
C29 -1.32 -5.09 8.52  -0.24
C30 -0.96 -4.45 9.84  -1.05
C31 0.80 -3.73 5.53  -0.94
H38 -1.01 -6.13 8.49  0.24
H39 -2.41 -5.07 8.40  0.27
H40 0.11 -4.51 10.03  0.42
H41 -1.47 -4.95 10.66  0.39
H42 -1.24 -3.40 9.85  0.18
H43 0.23 -4.34 4.84  0.22
H44 1.83 -3.65 5.21  0.40
H45 0.36 -2.74 5.62  0.39
O10 -3.25 -7.73 8.90  -0.56
S4 -3.36 -8.93 8.14  1.22
O11 -3.49 -8.90 6.71  -0.62
O12 -4.54 -9.83 8.75  -0.30
C32 -5.85 -9.24 8.86  -0.31
C33 -6.54 -9.12 7.51  -0.98
C34 -2.03 -10.01 8.55  -1.01
H46 -5.78 -8.27 9.36  0.30
H47 -6.42 -9.90 9.50  0.28
H48 -6.02 -8.42 6.86  0.29
H49 -7.56 -8.77 7.64  0.39
H50 -6.56 -10.09 7.00  0.26
H51 -1.94 -10.06 9.64  0.32
H52 -1.12 -9.58 8.12  0.37
H53 -2.22 -10.99 8.12  0.36
O13 -3.92 -3.87 10.36  -0.56
S5 -4.26 -2.49 10.53  1.17
O14 -3.57 -1.65 11.46  -0.64
O15 -5.83 -2.37 10.81  -0.28
C35 -6.38 -3.11 11.91  -0.30
C36 -6.04 -2.49 13.25  -1.00
C37 -4.26 -1.69 8.96  -0.97
H54 -6.06 -4.16 11.86  0.29
H55 -7.46 -3.10 11.78  0.28
H56 -4.96 -2.54 13.44  0.30
H57 -6.55 -3.01 14.06  0.39
H58 -6.32 -1.44 13.27  0.27
H59 -4.81 -2.30 8.25  0.31
H60 -3.22 -1.60 8.65  0.36
H61 -4.70 -0.71 9.06  0.37
O16 -3.27 11.46 -11.63  -0.64
S6 -2.21 12.30 -11.14  1.21
O17 -0.86 12.10 -11.56  -0.61
O18 -2.27 12.32 -9.55  -0.26
C38 -2.22 11.07 -8.84  -0.29
C39 -0.83 10.47 -8.85  -0.71
C40 -2.64 13.99 -11.41  -0.94
H62 -2.96 10.37 -9.25  0.31
H63 -2.52 11.28 -7.81  0.19
H64 -0.53 10.19 -9.86  0.41
H65 -0.79 9.58 -8.23  0.12
H66 -0.10 11.20 -8.49  0.26
H67 -3.66 14.16 -11.07  0.31
H68 -2.56 14.17 -12.48  0.37
H69 -1.93 14.61 -10.87  0.31

=====

# 3
Formula: C40H69N16O2PS
Source: the OMol25 dataset
Level of theory: ωB97M-V/def2-TZVPD

The energy is -3331.4991 a.u. Its HOMO energy is -0.3244 hartree. The calculation puts the energy relative to the best compared isomer or geometry (same formula, charge and spin) at 0.0 kcal per mole.

Last column: Mulliken charge in e.
Element x y z (Å)
C1 6.71 -3.50 0.80  -1.59
C2 6.13 -2.09 0.79  0.49
C3 6.88 -1.19 -0.19  -0.70
C4 6.12 0.07 -0.58  -0.91
C5 5.53 0.85 0.61  -0.76
C6 4.12 0.41 1.01  -0.01
C7 3.20 1.55 1.46  -1.32
C8 1.72 1.15 1.34  -0.94
C9 1.08 1.70 0.04  0.11
C10 0.30 0.61 -0.71  -0.56
C11 -1.15 0.40 -0.26  -0.65
N1 -1.37 -1.00 0.25  0.39
P1 -2.37 -0.95 1.65  0.15
S1 -2.72 -2.61 2.58  -0.40
C12 -1.87 -1.78 -0.82  0.12
O1 -1.41 -1.68 -1.95  -0.56
O2 -2.91 -2.63 -0.56  -0.14
N2 -2.36 -3.95 -0.37  -0.35
H1 7.74 -3.53 1.15  0.35
H2 6.66 -3.91 -0.21  0.38
H3 6.12 -4.17 1.43  0.40
H4 6.11 -1.68 1.80  -0.07
H5 5.10 -2.19 0.45  0.15
H6 7.03 -1.79 -1.09  0.37
H7 7.84 -0.93 0.24  0.28
H8 5.34 -0.15 -1.31  0.42
H9 6.83 0.73 -1.08  0.30
H10 6.19 0.69 1.46  0.31
H11 5.55 1.92 0.39  0.55
H12 3.64 -0.18 0.23  0.29
H13 4.22 -0.26 1.86  -0.03
H14 3.40 2.46 0.90  0.59
H15 3.39 1.78 2.51  0.35
H16 1.16 1.45 2.22  0.50
H17 1.67 0.07 1.26  0.46
H18 0.46 2.56 0.27  -0.22
H19 1.90 2.01 -0.60  0.44
H20 0.30 0.88 -1.77  -0.36
H21 0.82 -0.34 -0.64  0.51
H22 -1.84 0.63 -1.06  0.15
H23 -1.38 1.10 0.54  0.85
H24 -1.64 -0.10 2.49  0.07
H25 -3.52 -0.20 1.34  0.06
H26 -2.06 -4.29 -1.28  0.25
H27 -3.11 -4.52 0.00  0.15
C13 -4.49 -1.07 -3.05  -0.45
C14 -5.13 -0.52 -4.23  0.11
N3 -5.63 -0.07 -5.16  -0.40
H28 -3.44 -1.29 -3.23  0.19
H29 -4.54 -0.36 -2.22  0.22
H30 -4.97 -1.99 -2.73  0.34
C15 -6.54 -4.46 1.75  -0.77
C16 -5.49 -5.43 1.46  0.33
N4 -4.64 -6.16 1.23  -0.43
H31 -6.11 -3.57 2.21  0.28
H32 -7.06 -4.17 0.85  0.25
H33 -7.27 -4.88 2.44  0.36
C17 -0.88 -7.85 0.70  -0.82
C18 -1.25 -7.16 -0.52  0.46
N5 -1.56 -6.64 -1.49  -0.53
H34 -0.93 -7.18 1.56  0.31
H35 -1.54 -8.69 0.89  0.27
H36 0.14 -8.24 0.64  0.32
C19 -1.23 -9.92 -3.32  -0.76
C20 -0.99 -10.64 -2.08  0.37
N6 -0.80 -11.21 -1.10  -0.39
H37 -2.28 -9.97 -3.60  0.26
H38 -0.96 -8.87 -3.22  0.24
H39 -0.64 -10.35 -4.13  0.29
C21 2.11 -12.69 0.89  -0.73
C22 2.11 -11.30 1.29  0.34
N7 2.11 -10.19 1.59  -0.39
H40 1.38 -12.86 0.10  0.24
H41 3.09 -12.98 0.51  0.27
H42 1.86 -13.34 1.73  0.26
C23 -1.25 6.00 -0.19  -0.88
C24 -1.52 4.65 0.28  0.64
N8 -1.72 3.58 0.64  -0.52
H43 -2.15 6.60 -0.19  0.32
H44 -0.51 6.49 0.44  0.21
H45 -0.86 6.00 -1.21  0.22
C25 0.53 1.85 -5.45  -0.85
C26 1.17 2.19 -4.19  0.51
N9 1.66 2.46 -3.19  -0.42
H46 1.21 2.00 -6.29  0.34
H47 0.22 0.81 -5.46  0.28
H48 -0.35 2.47 -5.62  0.15
C27 4.01 -1.33 5.12  -0.75
C28 5.33 -0.82 4.79  0.44
N10 6.37 -0.43 4.52  -0.43
H49 3.82 -1.26 6.19  0.34
H50 3.24 -0.76 4.60  0.16
H51 3.91 -2.37 4.82  0.27
C29 0.84 6.00 4.14  -0.90
C30 1.12 6.20 2.73  0.53
N11 1.34 6.35 1.61  -0.51
H52 0.76 6.96 4.65  0.32
H53 -0.10 5.46 4.27  0.28
H54 1.63 5.43 4.61  0.29
C31 -3.22 10.26 0.82  -0.79
C32 -2.90 9.33 -0.25  0.41
N12 -2.64 8.61 -1.10  -0.43
H55 -2.41 10.98 0.97  0.27
H56 -4.13 10.81 0.59  0.28
H57 -3.38 9.73 1.76  0.27
C33 -9.87 -1.51 2.45  -0.84
C34 -9.46 -2.40 1.38  0.41
N13 -9.14 -3.10 0.53  -0.42
H58 -9.11 -0.75 2.63  0.27
H59 -10.80 -1.02 2.21  0.31
H60 -10.01 -2.07 3.38  0.27
C35 -3.02 3.26 -2.87  0.00
C36 -2.67 3.48 -4.26  0.33
N14 -2.40 3.65 -5.36  -0.51
H61 -3.13 4.21 -2.35  0.23
H62 -3.95 2.71 -2.79  0.29
H63 -2.24 2.69 -2.36  -0.30
C37 2.47 5.83 -3.27  -0.54
C38 2.10 7.15 -2.79  0.38
N15 1.80 8.19 -2.39  -0.47
H64 1.97 5.60 -4.21  0.25
H65 3.54 5.75 -3.43  0.34
H66 2.17 5.07 -2.55  0.01
C39 2.42 9.52 0.70  -0.19
C40 2.03 10.82 1.23  0.28
N16 1.73 11.84 1.65  -0.41
H67 1.95 9.33 -0.26  0.10
H68 3.50 9.46 0.57  0.30
H69 2.12 8.72 1.38  -0.05

=====

Calculated values (hartree) of LUMO level for the records, taken in order: -0.188 -0.025 0.002.